One molecule with the formula C4H7NO2, computed with wB97M-V/def2-TZVPD.

Calculated values
structure (SMILES) = C[C@@]1(C(N)=O)CO1
orbital gap = 0.3989 hartree
relative energy (zero: lowest compared OMol25 entry of this formula, charge and spin) = 121.89 kJ/mol
2S+1 = 1

Last column: Mulliken charge in e.
Element x y z (Å)
H1 1.77235 1.25477 -0.95246  0.2820
O1 0.08004 0.10960 -1.53169  -0.4545
N1 -1.93465 0.75034 0.39533  -0.4045
H2 1.00959 -2.17028 -0.22613  0.2738
O2 -1.20153 -1.10598 1.47554  -0.6136
H3 -1.87770 1.27576 -0.46229  0.2164
C1 -1.01877 -0.22839 0.65228  0.2942
H4 2.28480 -0.93272 -0.14062  0.3718
C2 0.27978 -0.15119 -0.13873  1.2589
H5 1.32022 -1.34087 1.30167  0.3300
C3 0.70994 1.11283 -0.75558  -0.8260
H6 0.14063 2.03178 -0.61853  0.2329
H7 -2.85488 0.60585 0.78389  0.2641
C4 1.29017 -1.21150 0.21733  -1.2256

Atomic forces in eV per Å
-0.150 -0.048 0.061
-0.060 -0.049 -0.179
-0.075 -0.107 -0.047
-0.016 0.105 0.072
0.088 0.349 -0.212
-0.007 -0.122 0.040
-0.051 -0.101 0.156
-0.161 -0.049 -0.011
0.074 -0.144 0.192
0.007 0.027 -0.153
0.111 0.281 0.122
0.091 -0.139 0.031
0.119 0.009 -0.045
0.032 -0.012 -0.025

=====

C4H7NO2 as an isolated structure, computed with wB97M-V/def2-TZVPD.

Calculated values
orbital gap = 0.3201 hartree
relative energy (zero: lowest compared OMol25 entry of this formula, charge and spin) = 439.75 kJ/mol
2S+1 = 1

Last column: Mulliken charge in e.
Element x y z (Å)
O1 1.17687 1.24128 0.33835  -0.3766
H1 0.69473 -1.11880 1.30084  0.2441
C1 1.93512 0.18662 0.15667  0.0646
O2 -0.07612 -1.00878 -0.95887  -0.4926
H2 -2.31903 -0.98741 0.20922  0.3299
C2 -0.67289 0.03959 -0.68475  0.8553
N1 -0.03678 1.22033 -0.99753  -0.4474
C3 1.51019 -1.02623 0.59744  -0.5144
H3 -1.71761 0.41300 1.13714  0.2681
C4 -1.94182 0.03334 0.13355  -1.1941
H4 -2.70789 0.67341 -0.31138  0.3979
H5 2.02779 -1.94613 0.32262  0.2621
H6 2.76862 0.27096 -0.54064  0.3270
H7 -0.64119 2.00881 -0.70265  0.2761

Atomic forces in eV per Å
-0.408 -0.199 -0.405
0.037 0.092 -0.018
-0.295 -0.070 -0.076
-0.460 0.256 -0.199
0.018 0.141 -0.021
0.367 -0.168 -0.039
-0.395 0.215 0.380
0.384 -0.215 0.059
-0.037 -0.008 -0.105
0.032 -0.042 -0.018
0.066 -0.025 0.051
0.034 0.344 0.215
-0.027 0.034 0.070
0.683 -0.354 0.107

=====

One molecule with the formula C4H7NO2, computed with wB97M-V/def2-TZVPD.

Calculated values
structure (SMILES) = [H]/N=C(/C)OCC=O
orbital gap = 0.3631 hartree
relative energy (zero: lowest compared OMol25 entry of this formula, charge and spin) = 363.91 kJ/mol
2S+1 = 1

Last column: Mulliken charge in e.
Element x y z (Å)
H1 -0.39530 1.21020 -2.20906  0.2941
O1 0.71332 0.67827 -0.57390  -0.3614
H2 1.65783 -0.18727 2.59090  0.2888
C1 -0.66440 -0.88562 -1.90834  0.1378
H3 -0.99378 -0.80052 0.45192  0.2760
C2 0.99513 0.47097 2.03084  -0.9639
N1 -0.10660 -0.96905 0.89393  -0.6429
C3 0.73203 -0.06919 0.59462  0.7321
H4 -1.38285 0.81683 -0.79753  0.3737
H5 0.03312 0.47268 2.59261  0.2708
C4 -0.48226 0.52362 -1.35693  -0.6204
H6 0.28301 -1.40208 -2.15650  0.3367
H7 1.32753 1.48654 1.94001  0.3461
O2 -1.74593 -1.38466 -2.09929  -0.4676

Atomic forces in eV per Å
0.215 -0.132 0.218
-0.032 0.033 0.863
0.267 0.320 -0.186
-0.268 -0.105 0.010
-0.477 -1.213 -1.251
1.063 0.824 -0.187
-0.836 -0.868 -0.819
-2.157 0.309 1.630
0.218 -0.081 -0.029
0.791 0.114 -0.695
-0.008 -0.031 0.046
-0.076 -0.046 -0.007
0.762 0.553 0.400
0.538 0.322 0.008

=====

C4H7NO2 as an isolated structure, computed with wB97M-V/def2-TZVPD.

Calculated values
orbital gap = 0.3255 hartree
relative energy (zero: lowest compared OMol25 entry of this formula, charge and spin) = 1190.95 kJ/mol
2S+1 = 1

Last column: Mulliken charge in e.
Element x y z (Å)
H1 0.34600 -1.88864 -1.32785  0.4256
H2 -2.24978 -2.14962 -2.01806  0.2123
H3 1.34669 -0.34171 1.91778  -0.0762
O1 -0.78953 0.21549 -1.63461  -0.3914
H4 1.72620 -1.23614 0.32372  0.3459
C1 -0.78679 -1.35921 -2.29368  -0.6495
O2 -0.01423 1.04246 3.11051  -0.4871
C2 0.05690 0.09414 -0.51537  0.4096
H5 -0.54224 -1.24271 -3.74223  0.2212
C3 0.36249 0.57730 2.00968  0.1439
H6 2.03510 0.25096 -1.30573  0.3452
C4 -0.23694 0.68522 0.62081  -0.1796
H7 -1.34761 0.90093 0.73276  0.2593
N1 1.24884 -0.62019 -0.75945  -0.5791

Atomic forces in eV per Å
-2.855 1.556 -3.512
3.814 2.526 -0.836
-2.173 2.514 0.844
1.482 -4.002 0.411
-1.649 3.285 -4.143
-0.406 -0.545 0.084
1.356 -1.604 -4.573
0.101 -0.034 -1.929
-0.854 -0.270 4.923
1.256 -1.534 1.352
-2.688 -3.842 2.409
-3.560 0.769 3.752
1.471 0.477 -0.393
4.704 0.705 1.611

=====

Q: What is the 2S+1 in the third record?
A: 1